DFT (wB97M-V/def2-TZVPD) results for a structure of composition C22H52N2NiO6.

```
! RIJCOSX wB97M-V def2-TZVPD def2/J DEFGRID3
* xyz 0 3
Ni -0.1007 -0.2786 -0.7279
C -3.5479 -2.7104 0.2904
C -4.2972 -1.3502 0.3170
C -4.9595 -1.2352 1.7485
C -5.5551 0.0972 2.1710
C -4.6171 1.3086 1.8499
C -3.9441 1.2084 0.4345
N -3.4043 -0.1636 0.1913
O -2.3030 -0.2463 -0.7634
C -2.8969 2.3866 0.5580
C -5.0579 1.6272 -0.5773
C -5.4184 -1.4228 -0.7583
H -2.8090 -2.9018 1.0685
H -3.0219 -2.8333 -0.6564
H -4.3289 -3.4675 0.3608
H -4.2512 -1.5461 2.5164
H -5.7661 -1.9607 1.8544
H -5.6794 0.0637 3.2533
H -6.4894 0.1863 1.6166
H -3.8441 1.2780 2.6178
H -5.1665 2.2460 1.9361
H -2.4600 2.6468 -0.4061
H -2.1639 2.1566 1.3313
H -3.2962 3.3416 0.8996
H -6.0244 1.1999 -0.3101
H -4.7323 1.3415 -1.5776
H -5.2384 2.7020 -0.5976
H -5.6820 -2.4518 -1.0027
H -5.1259 -1.0492 -1.7397
H -6.3594 -0.9133 -0.5510
C 3.1594 1.2732 -2.5273
C 4.2382 0.5643 -1.5480
C 5.0900 1.7485 -1.1431
C 6.0306 1.4900 0.0305
C 5.2662 0.9706 1.2376
C 4.3454 -0.2458 0.9376
N 3.5583 0.0479 -0.3136
O 2.1816 -0.5096 -0.4727
C 3.5288 -0.5177 2.1560
C 5.2589 -1.5254 0.7278
C 5.0444 -0.5266 -2.3675
H 3.6438 2.0948 -3.0549
H 2.2642 1.6938 -2.0691
H 2.8420 0.6617 -3.3720
H 4.4697 2.6150 -0.9139
H 5.7353 1.9293 -2.0028
H 6.5432 2.3917 0.3654
H 6.8280 0.8502 -0.3476
H 4.5286 1.7420 1.4589
H 5.8494 0.9100 2.1564
H 2.8422 0.3200 2.2784
H 4.1595 -0.7900 3.0023
H 2.7929 -1.2999 1.9699
H 5.9882 -1.4273 -0.0763
H 4.5230 -2.2962 0.4984
H 5.8357 -1.7493 1.6252
H 4.5093 -1.4717 -2.4604
H 6.0726 -0.7133 -2.0574
H 4.9961 -0.1104 -3.3738
C -1.0355 0.2414 -3.5439
O 0.1366 0.0139 -2.8697
H -1.7175 0.8186 -2.9195
H -0.9732 0.7337 -4.5144
H -1.4891 -0.7491 -3.5781
H 0.6968 -0.4187 -3.5182
C -0.8012 -0.4757 2.6334
O -0.1011 -0.5407 1.3981
H -1.8268 -0.1653 2.4334
H -0.7154 -1.3787 3.2378
H -0.4958 0.4078 3.1940
H 0.8109 -0.7808 1.5776
C 0.8246 2.3826 0.6699
O 0.0541 1.8853 -0.3846
H 1.1219 1.6801 1.4485
H 1.7660 2.7696 0.2800
H 0.2474 3.1460 1.1917
H -0.3217 2.6537 -0.8204
C 0.1802 -3.3764 0.0627
O -0.2094 -2.3874 -0.9694
H 0.4041 -2.9286 1.0309
H -0.6582 -4.0504 0.2384
H 1.0450 -3.9597 -0.2537
H -0.5275 -2.9008 -1.7156
*
```

Computed properties:
Energy above the lowest of the compared OMol25 structures with the same formula, charge and spin = 0.0 kJ/mol
Molar mass = 499.36 g mol⁻¹
Lowest unoccupied orbital energy (alpha / beta) = 0.3181 / 0.3155 eV
Max |F| = 2.97 eV/Å
⟨S²⟩ = 2.006
Kohn-Sham gap (alpha / beta) = 6.1 / 6.0 eV

Mulliken population analysis, charges in e, atoms 1 to 8: number 1, Ni, carries 2.46; number 2, C, carries -1.93; number 3, C, carries 1.66; number 4, C, carries -1.21; number 5, C, carries -0.80; number 6, C, carries -1.15; number 7, C, carries 1.12; number 8, N, carries 0.00



DFT (wB97M-V/def2-TZVPD) results for a cluster of 4 separate species, C22H53B3N2O12 in total.

```
! RIJCOSX wB97M-V def2-TZVPD def2/J DEFGRID3
* xyz 0 1
H -0.1808 -4.2317 -4.7608
N 0.3008 -3.3574 -4.5706
C 0.5605 -2.7475 -5.6522
C 1.2484 -1.4166 -5.6697
B 0.1682 -0.2973 -5.4100
O -0.1533 0.6636 -6.3477
B -0.8170 1.7330 -5.7502
O -1.8993 1.4870 -4.9503
B -1.8006 0.2487 -4.3183
C -3.0304 -0.5401 -3.7801
C -3.5295 -1.5684 -4.8078
N -3.2819 -1.1270 -6.1942
O -0.5175 -0.2699 -4.2115
H 0.2689 -3.1827 -6.6118
H 1.7304 -1.2516 -6.6289
H 1.9837 -1.3748 -4.8675
H -0.3577 2.8214 -5.8927
H -2.7399 -1.0721 -2.8729
H -3.8388 0.1318 -3.4948
H -3.0368 -2.5227 -4.6278
H -4.5896 -1.7446 -4.6467
H -4.1136 -1.2160 -6.7567
H -2.5877 -1.7203 -6.6250
C 3.6865 -2.0513 0.6508
O 4.7657 -1.2342 0.2408
C 5.3758 -1.5583 -0.9909
C 5.2788 -0.4987 -2.0794
O 3.9941 -0.0815 -2.5015
C 3.1090 0.5441 -1.5939
C 3.5071 1.8807 -0.9914
O 4.6968 1.8700 -0.2296
C 5.7651 2.6622 -0.7042
H 3.9843 -2.6560 1.5111
H 2.8540 -1.4158 0.9628
H 3.3399 -2.7082 -0.1500
H 5.0067 -2.5174 -1.3676
H 6.4482 -1.6825 -0.7959
H 5.7208 -0.9489 -2.9727
H 5.9090 0.3614 -1.8451
H 2.7985 -0.1536 -0.8143
H 2.2084 0.7408 -2.1834
H 2.6913 2.1463 -0.3073
H 3.5453 2.6563 -1.7634
H 5.5979 3.0142 -1.7244
H 6.6835 2.0705 -0.6860
H 5.9139 3.5230 -0.0464
C 3.8415 1.2506 2.7807
O 3.4091 0.8760 4.0763
C 3.3992 1.8849 5.0597
C 2.0300 2.2406 5.6199
O 1.0384 2.7021 4.7208
C 0.5325 1.8546 3.7081
C -0.2733 0.6349 4.1267
O 0.4079 -0.3042 4.9324
C -0.0812 -0.4862 6.2438
H 4.8039 0.7910 2.5491
H 3.1192 0.8791 2.0494
H 3.9202 2.3340 2.6667
H 3.9018 2.7883 4.6988
H 3.9821 1.5133 5.9120
H 2.1963 3.0880 6.2911
H 1.6436 1.4372 6.2498
H 1.3150 1.5807 2.9989
H -0.1666 2.4855 3.1508
H -0.5426 0.1217 3.1952
H -1.2078 0.9490 4.6042
H -0.7933 0.2909 6.5309
H 0.7573 -0.4647 6.9440
H -0.5627 -1.4641 6.3319
C -3.3897 -2.3005 3.1506
O -4.5680 -2.0205 2.4235
C -5.5540 -1.2549 3.0831
C -5.8616 0.1000 2.4637
O -4.8069 1.0343 2.3403
C -3.7083 0.7654 1.4923
C -3.9576 0.6888 -0.0053
O -4.8655 -0.3123 -0.4201
C -6.0610 0.1294 -1.0262
H -3.3547 -3.3625 3.4082
H -2.5218 -2.0788 2.5247
H -3.3185 -1.7074 4.0652
H -5.3093 -1.1348 4.1433
H -6.4907 -1.8234 3.0335
H -6.5674 0.5814 3.1463
H -6.3962 -0.0138 1.5189
H -3.1520 -0.1070 1.8384
H -3.0375 1.6182 1.6329
H -2.9898 0.4416 -0.4588
H -4.2550 1.6693 -0.3916
H -6.2200 1.2021 -0.8946
H -6.9055 -0.4042 -0.5833
H -6.0466 -0.1015 -2.0956
*
```

Computed properties:
Molar mass = 570.10 g mol⁻¹
Lowest unoccupied orbital energy = 0.4765 eV
Max |F| = 0.69 eV/Å
SMILES = [H]/N=C/CB1OBOB(CCN)O1.COCCOCCOC.COCCOCCOC.COCCOCCOC
Kohn-Sham gap = 9.4 eV

Mulliken population analysis, charges in e, atoms 1 to 8: number 1, H, carries 0.26; number 2, N, carries -0.55; number 3, C, carries -0.13; number 4, C, carries -0.24; number 5, B, carries 0.01; number 6, O, carries -0.44; number 7, B, carries 0.51; number 8, O, carries -0.44



DFT (wB97M-V/def2-TZVPD) results for a cluster of 7 separate species, C22H53BFN7O10P in total.

```
! RIJCOSX wB97M-V def2-TZVPD def2/J DEFGRID3
* xyz -1 1
N -1.2632 -1.1988 -3.2304
B -0.6705 -1.7008 -1.9963
O 0.2700 -2.7510 -2.1642
P -1.1746 -1.1147 -0.2057
O -2.1185 0.2506 -0.8120
C -1.7933 1.4262 -0.0888
C -0.4778 1.1599 0.7135
C 0.4426 2.4110 0.7582
C 0.4781 3.0745 2.0930
O 0.2123 4.2100 2.3998
F 0.9078 2.2340 3.0770
O 0.1269 0.1060 0.0527
H -2.2273 -0.9337 -3.0537
H -1.2712 -1.9347 -3.9353
H -0.2244 -3.5531 -2.3671
H -2.2668 -2.1426 -0.3719
H -0.3614 -2.1290 0.3562
H -1.7924 -0.8086 1.0807
H -1.5300 2.1632 -0.8512
H -2.6286 1.7750 0.5196
H -0.6982 0.9349 1.7650
H 1.4671 2.1032 0.5382
H 0.1362 3.1843 0.0554
C 1.6523 -6.0455 -0.8396
O 0.7073 -6.8172 -0.7611
N 2.2295 -5.6663 -1.9885
C 3.3292 -4.7217 -2.0149
C 1.7228 -6.2082 -3.2349
H 2.1003 -5.5708 0.0445
H 3.0516 -3.8358 -2.5851
H 4.2132 -5.1824 -2.4656
H 3.5661 -4.4126 -1.0002
H 0.6692 -5.9557 -3.3608
H 1.8096 -7.2960 -3.2406
H 2.2933 -5.7933 -4.0617
C -2.8356 5.2910 -0.3222
O -2.0654 4.4243 0.0351
N -2.4447 6.5138 -0.7232
C -3.3729 7.5076 -1.2034
C -1.0133 6.8154 -0.6723
H -3.9284 5.1304 -0.3871
H -3.1345 7.7905 -2.2322
H -3.3330 8.4050 -0.5800
H -4.3867 7.1093 -1.1761
H -0.4745 6.1006 -1.2912
H -0.6572 6.7344 0.3460
H -0.8374 7.8183 -1.0484
C 2.5719 7.9817 0.8420
O 1.4375 7.6265 0.6003
N 3.1160 7.9465 2.0740
C 4.4744 8.3657 2.3340
C 2.2900 7.4567 3.1693
H 3.2624 8.3512 0.0637
H 5.0599 7.5395 2.7436
H 4.4924 9.1930 3.0478
H 4.9395 8.6953 1.4068
H 1.9602 6.4357 2.9748
H 1.4002 8.0772 3.2771
H 2.8669 7.4850 4.0908
C -2.5978 -8.4067 3.0606
O -3.0313 -8.8731 4.0991
N -1.6983 -8.9939 2.2508
C -1.2189 -8.3156 1.0514
C -1.1844 -10.3021 2.5985
H -2.8874 -7.4068 2.6962
H -1.4320 -8.9152 0.1650
H -0.1449 -8.1519 1.1091
H -1.7058 -7.3507 0.9442
H -1.9958 -11.0296 2.6505
H -0.6979 -10.2735 3.5749
H -0.4657 -10.6137 1.8448
C 0.6473 -4.9122 2.1490
O 0.7784 -3.9588 1.4182
N 0.7038 -4.8615 3.5033
C 0.5636 -6.0601 4.3003
C 0.9123 -3.5714 4.1358
H 0.4546 -5.9338 1.7660
H -0.2971 -5.9900 4.9699
H 1.4622 -6.2378 4.8979
H 0.4151 -6.9038 3.6282
H 0.1122 -2.8818 3.8654
H 1.8537 -3.1323 3.8032
H 0.9328 -3.7015 5.2158
C -0.1232 5.7180 -4.7984
O 0.1542 6.4164 -3.8422
N -0.7435 4.5290 -4.6946
C -1.0569 3.7139 -5.8477
C -1.1045 4.0498 -3.3624
H 0.1204 5.9994 -5.8387
H -2.1341 3.5488 -5.9188
H -0.5615 2.7438 -5.7766
H -0.7192 4.2147 -6.7537
H -1.7788 4.7553 -2.8761
H -0.2166 3.9528 -2.7390
H -1.5897 3.0809 -3.4437
*
```

Computed properties:
Molar mass = 636.49 g mol⁻¹
Lowest unoccupied orbital energy = 2.3125 eV
Max |F| = 1.69 eV/Å
Kohn-Sham gap = 5.6 eV

Mulliken population analysis, charges in e, atoms 1 to 8: number 1, N, carries -0.53; number 2, B, carries 0.26; number 3, O, carries -0.37; number 4, P, carries 0.40; number 5, O, carries -0.56; number 6, C, carries 0.48; number 7, C, carries 0.39; number 8, C, carries -0.08



DFT (wB97M-V/def2-TZVPD) results for a cluster of 8 separate species, C22H53N8O7 in total.

```
! RIJCOSX wB97M-V def2-TZVPD def2/J DEFGRID3
* xyz -1 1
C 3.3715 -0.7671 -4.4715
N 2.0095 -0.3691 -4.2568
H 3.9998 -0.6898 -3.5522
H 3.5067 -1.8033 -4.8245
H 3.9221 -0.1315 -5.2133
H 1.3894 -1.0763 -4.6309
C -0.8452 -0.9419 -2.9894
O -0.9734 -1.2157 -4.1659
N -1.9165 -0.6821 -2.1872
C -1.7484 -0.3427 -0.7900
C -3.2394 -0.7301 -2.7614
H 0.1407 -0.8475 -2.5072
H -2.2534 -1.0737 -0.1479
H -2.1500 0.6437 -0.5639
H -0.6880 -0.3439 -0.5501
H -3.4574 -1.7209 -3.1674
H -3.3372 -0.0174 -3.5831
H -3.9683 -0.4886 -1.9880
C -1.5892 1.7214 2.7873
O -1.6950 1.4571 1.6013
N -2.6100 1.9916 3.6108
C -2.4165 2.2680 5.0171
C -3.9638 1.9541 3.0849
H -0.6074 1.7550 3.2887
H -2.9358 1.5145 5.6072
H -2.7977 3.2590 5.2799
H -1.3562 2.2225 5.2578
H -4.1772 0.9674 2.6686
H -4.0868 2.6834 2.2829
H -4.6597 2.1766 3.8896
C 6.2737 -2.8343 -3.6063
O 5.7485 -2.9917 -4.6845
N 6.0624 -3.6433 -2.5442
C 6.6831 -3.4136 -1.2641
C 5.1382 -4.7492 -2.7137
H 6.9484 -1.9899 -3.3832
H 7.2983 -4.2659 -0.9608
H 5.9350 -3.2357 -0.4877
H 7.3208 -2.5337 -1.3305
H 5.4857 -5.4285 -3.4937
H 4.1539 -4.3817 -3.0054
H 5.0608 -5.2895 -1.7722
C -3.8397 -1.3014 4.8484
O -2.7468 -0.8112 5.0611
N -4.0321 -2.4177 4.1251
C -5.3485 -2.9624 3.8803
C -2.8647 -3.0759 3.5588
H -4.7786 -0.8517 5.2167
H -5.4335 -3.9771 4.2755
H -5.5686 -2.9890 2.8112
H -6.0921 -2.3361 4.3697
H -2.1772 -3.3838 4.3464
H -2.3281 -2.4007 2.8926
H -3.1917 -3.9493 3.0000
C -6.7223 3.7142 6.0209
O -6.2972 2.9907 5.1403
N -6.3650 5.0010 6.1710
C -6.8906 5.8307 7.2327
C -5.4166 5.5653 5.2234
H -7.4463 3.3698 6.7787
H -7.4286 6.6905 6.8283
H -6.0888 6.1970 7.8768
H -7.5799 5.2453 7.8381
H -5.8058 5.5065 4.2071
H -4.4734 5.0198 5.2497
H -5.2381 6.6057 5.4834
C 5.0001 -4.2731 -9.9922
O 4.3038 -4.2728 -10.9959
N 4.8850 -3.4217 -8.9687
C 5.7549 -3.4811 -7.8068
C 3.8503 -2.3973 -9.0076
H 5.8146 -5.0060 -9.8453
H 5.1802 -3.6255 -6.8938
H 6.3137 -2.5506 -7.6981
H 6.4585 -4.3045 -7.9222
H 2.8638 -2.8522 -9.0867
H 3.9898 -1.7466 -9.8713
H 3.8985 -1.8122 -8.0924
C 3.2437 3.6291 3.1499
O 2.6586 3.2081 4.1330
N 2.8039 3.5108 1.8892
C 3.5373 4.0422 0.7594
C 1.5459 2.8198 1.6500
H 4.2093 4.1609 3.2207
H 2.9416 4.7823 0.2219
H 3.8077 3.2491 0.0608
H 4.4484 4.5204 1.1153
H 0.7343 3.3127 2.1833
H 1.6010 1.7886 1.9975
H 1.3333 2.8238 0.5849
*
```

Computed properties:
Molar mass = 541.72 g mol⁻¹
Lowest unoccupied orbital energy = 1.5649 eV
Max |F| = 0.56 eV/Å
Kohn-Sham gap = 2.3 eV

Mulliken population analysis, charges in e, atoms 1 to 8: number 1, C, carries -0.45; number 2, N, carries -0.82; number 3, H, carries 0.15; number 4, H, carries 0.00; number 5, H, carries 0.16; number 6, H, carries 0.09; number 7, C, carries -0.06; number 8, O, carries -0.63



DFT (wB97M-V/def2-TZVPD) results for a structure of composition C22H54B3CaF8N7O5.

```
! RIJCOSX wB97M-V def2-TZVPD def2/J DEFGRID3
* xyz 3 2
Ca 0.5273 -2.0353 2.7428
N 1.2034 -4.8501 0.6620
O 2.2725 -4.5793 0.1134
O 0.6370 -4.0634 1.4253
O 0.5802 -5.8824 0.3460
B 0.7620 -0.6504 0.6987
H 0.6748 -0.4964 -0.3657
H 1.2033 -1.6299 0.7981
H 1.3157 0.1062 1.2328
H -0.2543 -0.7573 1.0449
C 5.2632 -2.9259 -2.6045
C 4.5543 -2.6665 -1.1903
N 5.0389 -1.4819 -0.4153
C 6.3507 -1.1655 -0.0090
C 6.2842 0.0606 0.6158
N 5.0171 0.5479 0.5130
C 4.2359 -0.4533 0.0262
C 4.6621 1.9193 0.8566
H 4.8740 -3.5935 -3.3732
H 6.3112 -3.1547 -2.4108
H 5.1875 -1.9989 -3.1728
H 4.6530 -3.5574 -0.5701
H 3.4957 -2.6316 -1.4478
H 7.1546 -1.8846 -0.0646
H 7.0417 0.6972 1.0486
H 3.1661 -0.3709 -0.0968
H 4.9046 2.2457 1.8679
H 3.5756 1.9617 0.9326
H 4.9423 2.6185 0.0687
C 0.5859 3.0340 3.0114
C 1.2159 4.1073 2.1228
N 0.5862 4.0529 0.8924
C -0.3511 4.9266 0.4454
C -0.6107 4.6323 -0.8960
N 0.1239 3.5356 -1.2306
C 0.8467 3.1478 -0.0867
C 0.1779 2.8782 -2.5308
H -0.3474 3.3266 3.4925
H 1.3734 2.8187 3.7335
H 0.3673 2.0679 2.5565
H 2.2598 3.8226 1.9911
H 1.0695 5.1149 2.5121
H -0.6503 5.7251 1.1083
H -1.1757 5.1944 -1.6249
H 1.5272 2.3198 0.0464
H -0.1457 1.8405 -2.4501
H 1.2006 2.8449 -2.9062
H -0.4958 3.3531 -3.2440
C -0.3649 -5.0585 -2.8851
N -0.7878 -3.6017 -2.6773
C 0.3620 -2.7667 -2.2040
C -1.2736 -3.1437 -3.9767
C -1.9166 -3.4013 -1.6343
C -2.4782 -1.9629 -1.4134
O -2.9327 -1.5132 -2.6330
H 0.3561 -5.0563 -3.7025
H -1.2471 -5.5984 -3.2291
H 0.0205 -5.4715 -1.9529
H 0.1541 -1.6973 -2.2416
H 1.2818 -3.0455 -2.7181
H 0.3258 -3.1212 -1.1740
H -2.2983 -3.4802 -4.1343
H -0.7474 -3.6800 -4.7665
H -0.9816 -2.1092 -4.1573
H -1.5968 -3.9853 -0.7712
H -2.7362 -4.0498 -1.9437
H -1.7412 -1.2148 -1.1212
H -3.2827 -1.9215 -0.6792
H -3.8542 -1.7744 -2.6980
C -5.1387 1.4018 1.3724
N -4.1353 2.0039 0.3687
C -2.7311 1.5098 0.6071
C -4.6306 1.6571 -1.0771
C -4.1781 3.5679 0.4470
C -4.1610 4.1987 1.8939
O -3.1161 3.6671 2.7192
H -6.0902 1.6868 0.9235
H -4.9727 1.7952 2.3753
H -4.8668 0.3572 1.5245
H -2.7013 0.4987 0.2011
H -2.6023 1.5138 1.6895
H -2.0573 2.1221 0.0079
H -3.7779 2.0525 -1.6290
H -5.5655 2.1560 -1.3323
H -4.7652 0.5784 -1.1576
H -5.0622 3.8474 -0.1260
H -3.3731 3.8660 -0.2247
H -5.0679 4.0615 2.4827
H -4.2031 5.2850 1.9736
H -3.3085 3.7460 3.6564
B 2.3741 -0.0725 3.5567
F 1.0649 0.0211 3.6451
F 2.6706 -1.1445 2.8062
F 2.9123 1.1108 2.9579
F 2.8631 -0.3761 4.7848
B -2.5909 -2.2775 2.4119
F -3.8267 -1.8099 2.1172
F -1.8533 -2.6128 1.2944
F -1.7913 -1.3878 3.0887
F -2.7712 -3.4416 3.1391
*
```

Computed properties:
Molar mass = 721.22 g mol⁻¹
Lowest unoccupied orbital energy (alpha / beta) = -8.3164 / -12.2407 eV
Max |F| = 5.08 eV/Å
⟨S²⟩ = 0.757
Kohn-Sham gap (alpha / beta) = 8.4 / 4.5 eV

Mulliken population analysis, charges in e, atoms 1 to 8: number 1, Ca, carries 1.13; number 2, N, carries 0.92; number 3, O, carries -0.36; number 4, O, carries -0.50; number 5, O, carries -0.27; number 6, B, carries 3.46; number 7, H, carries -0.59; number 8, H, carries -0.62